No. 1
49
Properties=species:S:1:pos:R:3:nbo_charge:R:1 method="wB97M-V/def2-TZVPD" multiplicity=1 charge=+1
H -6.9509 -1.4387 -2.2294 0.222
H -0.8700 0.6568 -0.7429 0.186
H -1.9327 0.9747 0.6166 0.181
H 3.2015 1.7252 3.1465 0.220
H -2.7422 1.9036 -2.8748 0.229
C 6.4028 -0.9855 1.6443 -0.528
H -3.5711 3.4715 -2.7147 0.220
H 3.7555 2.8160 1.6910 0.231
N 3.2275 -0.3579 1.2396 -0.753
C -1.6518 0.2132 -0.1189 -0.069
C 2.8566 2.1718 2.1020 -0.722
H -0.3930 -0.7760 1.3361 0.191
H -6.2189 -1.6856 0.7472 0.175
H 4.8973 0.5290 -0.5879 0.207
H 2.8266 -0.9295 2.0149 0.419
H -5.5464 2.2419 -1.6598 0.167
H 6.0954 -2.5410 -0.0054 0.270
H 7.0694 1.6238 1.1072 0.231
H -1.9000 -1.6512 0.9913 0.232
O -2.7533 -0.1025 -0.9628 -0.797
C 3.4392 -1.1431 -0.0343 -0.246
H 7.5235 -1.2953 1.9131 0.274
H 5.7089 -1.6283 2.3674 0.300
C -7.1531 -1.2850 -1.1644 -0.632
H 2.6375 -0.9707 -0.8688 0.252
H -0.6010 -1.6695 -0.1867 0.200
C -4.8389 1.7614 -2.3425 -0.086
H -3.1265 2.5462 -1.2770 0.197
H 3.4474 -2.3172 0.1825 0.219
P -4.3112 0.0421 -0.3809 2.263
C -1.1087 -1.0385 0.5518 -0.629
H 1.9137 2.8459 2.2632 0.273
H 4.8855 -0.9888 -1.7895 0.254
O -3.9250 -0.2614 1.0876 -0.879
H 7.1784 -1.0722 -0.5320 0.243
S 6.2497 0.8818 2.0089 0.566
O -4.7821 -1.5084 -0.7244 -0.784
O 1.5756 1.2086 0.0938 -0.543
Cl 6.8845 1.2457 4.0046 0.014
C 4.9061 -0.6398 -0.6575 -0.432
H -6.1151 -3.0076 -0.4210 0.187
C 2.4989 0.9476 1.0215 0.687
H -5.2517 1.8290 -3.3538 0.196
C 6.1973 -1.3538 0.0593 -0.438
H -8.1336 -1.7064 -0.9252 0.217
H -7.1952 -0.2041 -0.9960 0.190
C -6.0716 -1.9200 -0.3136 -0.073
O -4.7426 0.3811 -2.0216 -0.665
C -3.4924 2.4611 -2.3046 -0.638

No. 2
48
Properties=species:S:1:pos:R:3:nbo_charge:R:1 method="wB97M-V/def2-TZVPD" multiplicity=1 charge=+1
C -2.6689 3.9425 5.9793 -0.723
H -2.0616 -2.6166 -4.8679 0.215
C -2.4333 -1.8861 -4.1435 -0.295
O -0.3238 1.1444 -0.8672 -0.643
C 3.8902 -1.8627 0.3608 0.613
C 0.1196 1.4606 0.2289 0.649
C -0.5116 2.5439 1.0404 -0.731
H 1.6994 -0.0038 0.1589 0.246
H 5.6399 -1.7881 1.5872 0.242
H -1.3609 2.9713 0.5138 0.235
N -1.4248 -0.8500 -3.9278 -0.528
H -4.6633 3.3531 4.0756 0.237
N 1.4823 -2.5418 -2.7312 -0.618
C 1.3163 0.7710 0.8177 -0.736
H 0.4112 0.5482 -2.3707 0.459
H 3.5357 -0.7755 -1.4133 0.231
H 1.6319 -3.4998 -3.0296 0.368
H -1.6541 0.0983 -4.1809 0.434
N 0.1119 -2.2437 -2.9477 -0.406
H 0.7061 0.6213 -4.0347 0.399
C -2.9399 -2.5359 -2.8465 0.031
O 2.7017 -1.8656 0.6111 -0.584
H -1.7308 4.4231 6.2431 0.239
C -2.5828 3.3685 4.5891 0.607
C 4.8998 -2.5202 1.2590 -0.724
H 5.1443 -0.4463 -0.7110 0.243
H -3.2919 -1.3986 -4.5995 0.266
C -0.2208 -1.0270 -3.4053 0.700
H -4.0764 1.8372 4.7358 0.234
C 4.3925 -1.2125 -0.9035 -0.732
H 0.2219 3.3241 1.2516 0.249
N 0.6590 0.0127 -3.2261 -0.863
H 4.4060 -2.9579 2.1222 0.242
H -2.7501 -3.6101 -2.8117 0.179
H 5.4398 -3.2926 0.7083 0.239
H 4.8631 -1.9599 -1.5455 0.238
H -3.6458 2.2953 3.0673 0.227
H -3.4841 4.6662 6.0350 0.236
C -3.8154 2.6660 4.0752 -0.722
H 1.0475 0.3281 1.7783 0.250
H 1.6256 -2.5237 -1.7223 0.386
O -1.5788 3.4683 3.9197 -0.566
H 2.0991 1.5049 1.0205 0.240
H -2.8949 3.1516 6.6969 0.234
H -0.4270 -3.0032 -3.3446 0.391
F -4.3090 -2.3504 -2.7730 -0.344
H -2.4894 -2.0620 -1.9710 0.186
H -0.8358 2.1658 2.0108 0.269

No. 3
46
Properties=species:S:1:pos:R:3:nbo_charge:R:1 method="wB97M-V/def2-TZVPD" multiplicity=1 charge=+1
H 4.8969 1.0514 -1.1538 0.192
C 1.8538 -1.1726 0.8802 -0.080
H 0.7215 3.7393 2.1452 0.273
H -1.5075 0.7010 1.2275 0.290
H 0.7756 -0.6337 -1.7359 0.236
H -4.0357 -0.4940 0.8360 0.232
O 2.9595 0.2740 -1.2909 -0.546
O 0.7758 -0.2037 0.7850 -0.385
C -4.2516 0.2466 0.0642 -0.721
C -1.9744 -1.8669 -1.2551 -0.222
H 2.0785 3.5639 1.0184 0.247
H 1.6852 2.2577 2.1928 0.240
C 1.2771 3.0234 1.5271 -0.986
C -2.1682 -2.7788 -0.0499 -0.615
H 1.1985 -3.1079 1.6271 0.230
H 2.7825 -0.6509 1.1324 0.171
H 4.7038 -0.5846 -1.8272 0.224
H -2.8759 -2.3379 0.6580 0.211
H -1.2342 -2.9572 0.4777 0.205
N 0.9107 0.7990 -0.2200 -0.166
H -4.0213 1.2379 0.4731 0.241
H -2.5648 -3.7485 -0.3628 0.229
H 0.7740 1.0430 -2.2631 0.239
H -0.5933 1.4644 2.5572 0.244
H -2.7205 -2.0908 -2.0277 0.205
H -1.0014 -2.0476 -1.7237 0.192
O -3.7958 0.2514 -2.2548 -0.523
C 4.3580 0.1033 -1.0570 -0.256
C 1.4649 -2.1217 2.0090 -0.640
H 2.8440 1.2931 0.4994 0.207
P 0.0127 2.3869 0.3716 1.030
H 1.9920 -1.6803 -0.0773 0.197
C 0.3326 0.3448 -1.5440 -0.248
H 2.2970 -2.2456 2.7055 0.234
H -1.9144 2.3555 1.7503 0.258
H 2.2781 2.1845 -0.9490 0.203
H 4.5417 -0.3275 -0.0655 0.178
H -1.5318 1.3996 -1.8489 0.228
N -2.0493 -0.4155 -0.9198 -0.549
H -1.2439 -0.0069 -2.8374 0.224
H -5.3067 0.2336 -0.2149 0.252
C -1.0973 1.6383 1.6053 -0.987
C 2.3469 1.1966 -0.4696 0.085
H 0.6116 -1.7271 2.5658 0.238
C -3.4125 0.0442 -1.1582 0.728
C -1.1724 0.3665 -1.8023 -0.240

No. 4
48
Properties=species:S:1:pos:R:3:nbo_charge:R:1 method="wB97M-V/def2-TZVPD" multiplicity=1 relative_energy_ev=1.797 charge=0
H 14.5081 10.9587 -20.0239 0.400
O 14.2004 11.5399 -17.1668 -0.685
H 12.0790 12.9970 -17.7331 0.230
H 13.3179 9.2645 -15.3214 0.229
H 14.4227 10.5060 -14.4220 0.237
H 10.6707 12.6947 -16.9140 0.215
C 12.4036 17.9866 -20.7035 0.665
H 17.0126 12.8572 -17.7936 0.225
C 15.4029 13.1488 -20.8089 -0.691
H 10.0506 18.3930 -23.0786 0.209
H 13.9883 18.6884 -19.6509 0.244
H 14.1870 15.6945 -19.5580 0.180
O 13.6108 12.6699 -22.3976 -0.674
H 11.9972 11.6102 -14.9920 0.396
H 14.5931 17.4045 -20.8067 0.235
C 13.8838 18.2121 -20.6257 -0.715
H 14.2343 13.5895 -17.7800 0.433
C 14.0559 10.0661 -15.3494 -0.709
N 14.7419 14.4588 -17.8623 -0.656
H 9.9543 17.0428 -22.1844 0.197
C 13.9512 15.5276 -18.5070 -0.419
H 12.9648 10.1391 -22.4088 0.224
N 11.9179 17.9751 -21.9187 -0.602
H 11.9054 10.6098 -21.0379 0.206
N 13.8120 11.2013 -20.7143 -0.601
H 14.0944 19.0146 -21.3326 0.213
N 12.4034 11.8103 -15.8948 -0.596
H 13.9916 16.5181 -18.0537 0.227
C 11.7257 12.8765 -16.7090 -0.437
H 12.4654 18.0201 -22.7662 0.401
H 16.2771 13.2158 -16.1297 0.226
C 16.0275 14.7508 -17.5449 0.675
H 14.8878 9.6280 -15.9008 0.249
C 13.5192 11.1828 -16.1986 0.671
C 14.2180 12.3047 -21.3404 0.660
O 16.4983 15.8549 -17.6025 -0.623
H 13.0199 9.2155 -20.9620 0.204
H 10.1278 18.6275 -21.3431 0.224
H 15.1437 14.1899 -20.6167 0.243
H 12.9295 15.1597 -18.6011 0.195
H 16.1787 13.1252 -21.5742 0.238
H 17.7758 13.9212 -16.6601 0.228
C 12.8874 10.2344 -21.3257 -0.415
C 10.4810 17.9968 -22.1588 -0.440
O 11.7660 18.0338 -19.6970 -0.630
C 16.8000 13.5860 -17.0115 -0.704
H 15.8327 12.6288 -19.9528 0.204
H 11.8763 13.8801 -16.3113 0.215

No. 5
50
Properties=species:S:1:pos:R:3:nbo_charge:R:1 method="wB97M-V/def2-TZVPD" multiplicity=1 relative_energy_ev=0.204 charge=+1
H -2.7159 2.6004 -2.1728 0.195
O -0.6308 3.7509 -3.2009 -0.944
H -2.4794 0.1745 -0.7603 0.216
C 0.2713 -0.1925 4.9358 -0.256
H -3.7731 -0.7512 1.3677 0.168
H 1.8359 -4.3221 5.5868 0.443
O 0.5853 1.6267 -3.0900 -0.717
C 1.2528 -1.8189 3.4646 -0.087
O -0.1054 -0.9871 -7.6014 -0.730
H 3.8418 -2.7927 5.6049 0.234
N 1.3360 -3.7766 4.8853 -0.680
H 0.5776 -3.2455 5.3389 0.461
H -2.1551 3.8435 -1.1086 0.190
N -1.6908 -0.3584 1.5558 -0.831
H 0.7857 0.5167 4.2887 0.196
H 2.8251 -3.3136 3.4653 0.233
O 2.0338 -0.3340 -7.9726 -0.533
H -3.9569 2.6712 -0.1005 0.218
H -2.4932 2.5117 0.8505 0.203
C 2.2104 -2.7702 4.1819 -0.068
C 3.0964 -2.0962 5.2170 -0.643
C -2.2035 2.7649 -1.2321 -0.074
C 1.5362 0.6673 -5.0543 -0.400
H -1.6542 -0.5172 2.5583 0.340
C 0.8102 0.9456 -6.3738 -0.518
H 1.1582 2.7661 -4.7476 0.197
H -1.6018 -1.2905 1.1699 0.343
C 0.9865 -0.1642 -7.3754 0.794
H 0.8125 -2.3381 2.6078 0.203
C -3.0788 0.0868 1.2941 -0.206
H 1.7698 -0.9413 3.0798 0.223
C -3.1901 0.6807 -0.1183 -0.414
H 1.0792 -0.1398 -4.4935 0.225
H 3.6283 -1.2596 4.7701 0.257
H 0.7821 -0.2561 5.8982 0.175
H 2.4946 2.1067 -3.8076 0.184
H 0.8850 -4.4172 4.2295 0.442
H 2.5585 0.3801 -5.2775 0.221
O -0.8609 2.2438 -1.2310 -0.722
H 2.5220 -1.7238 6.0666 0.223
C 1.4847 1.9142 -4.1624 -0.096
H -4.2117 0.4843 -0.4220 0.207
O 0.1782 -1.4906 4.3270 -0.570
H -3.3567 0.8278 2.0337 0.184
H -0.2342 1.1292 -6.1488 0.225
H -0.7416 0.1615 5.1106 0.214
H -0.6387 -0.5675 -8.2822 0.496
S 0.1526 2.9806 -2.2717 1.762
C -2.9791 2.2024 -0.0708 -0.414
H 1.2609 1.8274 -6.8128 0.234

HOMO-LUMO gap (computed, eV): 4.87 9.05 9.92 9.60 7.97